1.
{"formula": "C4H7N5", "method": "ωB97M-V/def2-TZVPD", "symbols": ["C", "C", "C", "C", "N", "N", "N", "N", "N", "H", "H", "H", "H", "H", "H", "H"], "xyz": [[0.042, 0.050, 1.747], [0.689, -0.700, 0.592], [0.339, 0.037, -0.602], [-1.705, 0.765, 0.511], [-1.022, 0.684, 1.713], [-1.863, 2.193, 0.108], [-1.873, 2.321, -1.087], [-1.371, 1.266, -1.744], [-1.059, 0.191, -0.766], [0.670, 0.126, 2.692], [1.843, -0.730, 0.598], [0.346, -1.781, 0.591], [0.982, 1.091, -0.610], [0.830, -0.384, -1.508], [-2.748, 0.172, 0.645], [-1.892, 0.923, -2.577]], "nbo_charge": [0.170, -0.507, -0.228, 0.158, -0.411, -0.192, 0.047, -0.328, -0.334, 0.180, 0.240, 0.236, 0.162, 0.212, 0.203, 0.393], "e_lumo_ev": 0.88, "e_homo_ha": -0.3370, "gap_ev": 10.05}

=====

2.
{"formula": "C4H7N5", "method": "ωB97M-V/def2-TZVPD", "symbols": ["C", "C", "C", "C", "H", "H", "H", "H", "H", "H", "H", "N", "N", "N", "N", "N"], "xyz": [[-1.622, -0.563, 0.164], [0.467, 0.448, 0.377], [1.723, 0.324, -0.266], [-0.186, -0.819, 0.152], [-2.660, -2.050, -0.041], [-1.943, 1.168, -1.083], [-0.440, 2.107, 0.867], [0.423, 0.403, 1.602], [1.369, 0.468, -1.320], [2.432, 1.196, 0.206], [2.653, -1.219, -0.482], [-2.852, -1.120, 0.059], [-1.655, 0.879, -0.185], [-0.238, 1.521, -0.047], [1.901, -1.040, 0.258], [0.629, -1.701, -0.259]], "nbo_charge": [0.352, -0.131, -0.270, 0.136, 0.330, 0.392, 0.367, 0.190, 0.209, 0.234, 0.357, -0.576, -0.479, -0.447, -0.457, -0.206], "e_lumo_ev": -0.18, "e_homo_ha": -0.3456, "gap_ev": 9.22}

=====

Stability comparison, relative energies in kJ/mol: 1 0.0; 2 234.7